Entry 1:
77
Properties=species:S:1:pos:R:3:forces:R:3:mulliken_spin:R:1 method="wB97M-V/def2-TZVPD" gap_ev="7.6376 / 4.3536" total_charge=+4 spin_multiplicity=5 max_force_ev_per_a=0.358 e_tot_ev=-189256.218 e_lumo_ev="-11.13 / -15.00"
Pd 0.010 -0.743 0.012 0.11 0.28 0.09 1.40
C -5.374 -3.374 0.669 0.03 0.02 -0.06 0.02
C -3.920 -3.565 0.743 -0.15 0.03 0.01 0.21
C -3.313 -4.792 1.056 0.04 -0.14 0.03 0.01
C -1.948 -4.868 1.075 0.02 -0.19 0.04 0.04
C -1.188 -3.705 0.775 -0.22 0.08 -0.01 0.27
Br 0.633 -3.806 0.756 0.15 -0.18 0.03 0.17
N -1.735 -2.505 0.489 0.01 0.13 -0.09 -0.01
C -3.046 -2.447 0.468 0.05 0.16 -0.04 0.22
H -5.939 -4.208 1.077 0.02 -0.01 0.02 0.00
H -5.654 -3.261 -0.392 -0.01 -0.03 -0.01 0.05
H -5.682 -2.432 1.132 0.01 -0.01 0.04 0.02
H -3.925 -5.658 1.276 0.03 -0.03 0.00 0.00
H -1.423 -5.788 1.303 -0.06 -0.03 0.01 0.00
H -3.500 -1.490 0.227 0.06 0.03 -0.01 0.04
C -1.315 3.543 -1.649 -0.02 0.02 0.08 0.02
Si -1.858 2.146 -0.544 0.11 -0.19 -0.07 -0.03
C -1.037 2.299 1.126 -0.03 0.00 -0.10 0.00
C -3.693 1.930 -0.327 0.03 0.08 0.01 0.02
N -1.188 0.547 -1.218 -0.25 0.22 -0.03 0.58
C -1.462 0.121 -2.453 -0.04 -0.06 0.00 0.15
C -2.341 0.797 -3.365 -0.01 0.05 -0.04 0.14
C -2.583 0.319 -4.627 0.00 0.02 0.04 -0.03
C -1.977 -0.863 -5.071 -0.01 0.01 -0.01 0.22
C -1.122 -1.577 -4.223 0.04 -0.01 0.05 -0.03
C -0.898 -1.083 -2.976 0.02 -0.13 -0.09 0.10
F -0.065 -1.791 -2.139 -0.02 0.09 0.07 0.02
H -1.466 4.481 -1.106 -0.02 -0.02 0.03 0.00
H -1.853 3.647 -2.590 -0.06 -0.07 0.00 0.00
H -0.251 3.496 -1.888 0.01 -0.04 0.01 0.00
H -1.351 3.242 1.580 -0.01 0.01 0.01 0.00
H 0.054 2.311 1.068 0.01 0.00 -0.02 0.00
H -1.333 1.490 1.795 -0.03 0.00 -0.02 0.01
H -4.092 2.820 0.169 0.02 0.01 0.00 0.00
H -3.927 1.084 0.324 0.03 -0.02 0.02 0.00
H -4.259 1.813 -1.251 0.04 -0.01 -0.04 0.00
H -2.829 1.704 -3.045 0.01 0.03 0.02 0.01
H -3.249 0.858 -5.286 0.00 0.01 0.00 0.00
H -2.172 -1.232 -6.069 0.01 -0.01 0.00 0.00
H -0.651 -2.497 -4.545 0.01 -0.01 0.02 0.00
C 4.377 1.691 -2.365 0.05 -0.07 0.03 0.00
N 4.615 0.260 -1.823 0.02 0.05 -0.03 0.01
C 5.324 0.384 -0.454 0.02 0.00 -0.04 0.00
N 4.562 1.197 0.426 -0.07 -0.03 0.00 0.01
C 4.355 2.532 -0.142 0.00 -0.03 -0.04 0.00
N 3.643 2.453 -1.420 -0.09 0.01 0.01 0.01
C 2.247 2.040 -1.280 0.14 0.17 -0.04 0.00
P 2.160 0.353 -0.543 -0.16 -0.32 -0.02 0.18
C 3.324 -0.498 -1.713 0.09 0.03 -0.05 0.03
C 3.315 0.575 0.870 0.15 0.15 0.13 0.01
H 3.853 1.589 -3.315 0.01 0.02 -0.01 0.00
H 5.367 2.117 -2.527 -0.01 0.01 -0.02 0.00
H 5.240 -0.232 -2.469 -0.01 -0.01 0.00 0.00
H 6.294 0.836 -0.662 0.00 -0.01 0.02 0.00
H 5.460 -0.627 -0.071 0.00 0.01 0.01 0.00
H 5.324 3.003 -0.307 -0.01 0.00 0.01 0.00
H 3.789 3.145 0.556 0.00 0.00 0.00 0.00
H 1.754 2.056 -2.254 -0.02 -0.03 0.01 0.00
H 1.726 2.750 -0.637 -0.01 0.00 0.01 0.00
H 2.887 -0.567 -2.711 -0.03 -0.01 0.03 0.00
H 3.547 -1.509 -1.369 -0.01 0.01 0.02 0.00
H 3.513 -0.382 1.354 -0.01 -0.01 -0.04 0.00
H 2.836 1.217 1.611 -0.01 -0.01 0.00 0.00
C 0.951 1.563 4.133 -0.01 -0.02 -0.08 0.00
As 0.295 -0.182 3.684 -0.01 -0.02 0.11 0.01
C -1.558 -0.291 4.169 0.02 0.02 -0.01 0.00
C 1.282 -1.475 4.688 -0.02 0.03 0.01 0.01
O 0.532 -0.551 2.038 0.02 0.04 -0.04 0.11
H 0.634 1.798 5.149 -0.01 -0.03 0.01 0.00
H 0.540 2.306 3.452 0.00 -0.03 0.02 0.00
H 2.040 1.572 4.099 -0.01 -0.03 -0.01 0.00
H -1.627 -0.338 5.257 0.01 0.01 0.00 0.00
H -1.991 -1.196 3.748 0.02 -0.02 0.00 0.00
H -2.101 0.587 3.822 0.02 0.00 -0.01 0.00
H 1.253 -1.200 5.743 -0.01 0.00 0.00 0.00
H 2.316 -1.478 4.347 -0.01 0.01 0.00 0.00
H 0.845 -2.463 4.562 -0.01 0.01 -0.02 0.00



Entry 2:
52
Properties=species:S:1:pos:R:3:forces:R:3:nbo_charge:R:1 method="wB97M-V/def2-TZVPD" gap_ev=8.6864 total_charge=-1 max_force_ev_per_a=1.365 e_tot_ev=-83740.472 e_lumo_ev=2.37
Cd -0.495 1.642 -0.464 1.25 -0.14 0.54 1.75
O 1.817 0.912 -0.342 0.02 -0.42 -0.01 -0.79
C 2.201 1.023 1.017 -0.14 0.05 0.11 -0.08
C 1.115 0.541 1.985 0.11 0.15 -0.30 -0.26
N -0.173 1.210 1.771 0.09 -0.11 0.90 -0.54
C -0.218 2.551 2.358 0.10 0.14 -0.31 -0.35
C 0.451 3.631 1.441 -0.01 -0.09 0.27 0.77
O 1.062 4.537 1.997 -0.11 -0.09 -0.08 -0.69
O 0.272 3.478 0.183 0.44 0.98 0.50 -0.88
C -1.283 0.310 2.115 0.10 -0.17 -0.33 -0.34
C -1.359 -0.799 1.018 0.02 0.12 0.28 0.77
O -1.402 -1.977 1.367 -0.08 0.09 -0.07 -0.70
O -1.347 -0.348 -0.179 -0.14 -0.85 0.20 -0.89
H 1.628 -0.034 -0.578 0.23 0.22 -0.04 0.51
H 2.423 2.076 1.190 0.05 -0.01 -0.03 0.21
H 3.119 0.452 1.208 -0.01 0.02 0.03 0.15
H 1.467 0.703 3.014 -0.02 -0.08 0.02 0.18
H 0.965 -0.531 1.831 -0.01 -0.01 0.06 0.21
H 0.240 2.588 3.351 0.02 0.01 -0.01 0.19
H -1.265 2.851 2.444 -0.01 -0.03 0.04 0.22
H -2.216 0.875 2.077 0.01 0.05 0.02 0.22
H -1.171 -0.140 3.106 0.02 -0.04 -0.02 0.19
F -0.156 3.129 -4.480 0.01 -0.13 -0.01 -0.31
C -1.316 2.891 -3.871 0.13 -0.08 0.18 0.72
F -2.298 3.220 -4.698 -0.12 -0.12 0.05 -0.30
F -1.382 3.665 -2.776 -0.01 0.02 -0.15 -0.32
S -1.401 1.117 -3.297 -0.36 0.61 -1.10 2.27
O -0.187 1.057 -2.496 -0.06 -0.34 -0.64 -1.01
O -1.417 0.300 -4.463 -0.08 -0.12 0.03 -0.90
N -2.760 1.026 -2.537 0.40 0.15 0.19 -1.22
S -3.386 1.948 -1.426 -1.16 -0.11 -0.28 2.25
O -4.197 2.992 -1.969 0.02 0.09 0.00 -0.91
O -2.542 2.323 -0.306 -0.80 0.27 -0.16 -1.00
C -4.610 0.743 -0.689 0.08 -0.19 0.02 0.74
F -4.755 1.039 0.608 -0.01 -0.03 -0.14 -0.32
F -4.227 -0.520 -0.804 -0.05 0.18 0.06 -0.29
F -5.796 0.886 -1.286 0.12 -0.01 0.02 -0.31
N 4.287 -3.258 1.881 0.08 0.01 -0.06 -0.82
C 3.766 -4.161 1.001 0.00 0.04 0.13 0.66
O 4.204 -5.290 0.893 -0.10 0.00 -0.02 -0.61
C 2.614 -3.645 0.200 -0.02 0.13 -0.12 -0.20
C 1.543 -4.473 -0.121 0.07 -0.06 0.02 -0.12
C 0.480 -3.953 -0.830 -0.01 -0.05 0.01 -0.24
C 0.504 -2.613 -1.194 0.04 0.05 0.04 0.11
N 1.535 -1.822 -0.914 0.09 0.09 0.04 -0.47
C 2.567 -2.331 -0.246 -0.04 -0.15 0.02 0.04
H 5.023 -3.562 2.493 0.01 -0.04 -0.02 0.40
H 3.821 -2.393 2.079 -0.04 -0.01 0.02 0.40
H 1.557 -5.505 0.204 0.01 0.00 -0.01 0.23
H -0.378 -4.563 -1.073 -0.02 0.03 0.00 0.23
H -0.324 -2.145 -1.707 -0.08 -0.01 0.05 0.23
H 3.401 -1.653 -0.087 -0.01 -0.02 0.08 0.19



Entry 3:
14
Properties=species:S:1:pos:R:3:forces:R:3:nbo_charge:R:1 method="wB97M-V/def2-TZVPD" gap_ev=8.6953 max_force_ev_per_a=6.834 e_tot_ev=-16147.736 e_lumo_ev=0.27 smiles="C=CCC(C)=S"
C -2.916 -0.018 -0.090 1.11 0.14 1.36 -0.40
C -1.637 -0.029 0.325 -1.49 -1.86 -0.05 -0.18
C -0.616 0.853 -0.182 3.46 1.54 0.88 -0.54
C 0.800 0.257 -0.002 0.76 1.19 -0.79 -0.04
C 1.984 1.285 0.115 -6.78 0.84 0.11 -0.65
S 1.060 -1.302 -0.085 0.48 -1.50 0.09 0.05
H -3.189 0.922 -0.569 -0.55 -0.67 -0.57 0.20
H -3.629 -0.784 0.252 0.21 0.76 -0.24 0.21
H -1.166 -0.770 1.012 -1.09 0.21 -0.60 0.22
H -0.540 1.137 -1.242 -0.89 0.09 0.19 0.25
H -0.515 1.750 0.454 -0.52 0.28 -0.46 0.22
H 1.867 1.533 1.161 0.48 0.89 0.25 0.23
H 1.666 2.075 -0.600 0.68 0.06 0.83 0.21
H 2.850 0.877 -0.103 4.15 -1.96 -0.99 0.22



Entry 4:
51
Properties=species:S:1:pos:R:3:forces:R:3:nbo_charge:R:1 method="wB97M-V/def2-TZVPD" gap_ev=9.1832 max_force_ev_per_a=4.849 e_tot_ev=-485234.575 e_lumo_ev=-0.19
F 1.135 0.305 1.494 0.01 0.56 -0.57 -0.48
B 2.209 -0.149 2.082 0.35 -0.87 0.89 0.72
S 2.921 -1.780 1.529 0.29 0.06 -0.18 -0.32
S 3.014 0.850 3.401 -0.31 0.74 -0.12 -0.27
H 2.353 -2.561 2.455 -0.16 0.15 0.15 0.18
H 2.935 -0.042 4.392 0.19 -0.41 -0.20 0.18
C -0.939 -0.660 4.451 -0.07 0.19 -0.03 -0.22
Cl -0.765 -1.488 2.898 -0.33 -0.10 0.44 0.05
Cl -2.517 -0.996 5.156 0.14 -0.06 0.07 0.07
Cl 0.329 -1.238 5.550 0.21 0.22 -0.26 0.04
Cl -0.749 1.072 4.180 -0.11 -0.18 0.17 0.07
C 0.110 -4.117 -0.804 0.01 0.00 -0.08 -0.22
Cl -0.664 -3.610 -2.313 0.10 -0.30 0.08 0.06
Cl 1.841 -4.314 -1.082 -0.06 -0.12 0.05 0.06
Cl -0.153 -2.890 0.441 -0.03 -0.22 -0.43 0.05
Cl -0.584 -5.646 -0.259 -0.02 -0.04 -0.03 0.06
C 2.757 -1.273 -3.569 0.13 -0.29 -0.72 -0.23
Cl 3.145 -2.859 -4.244 0.16 -0.16 -0.02 0.04
Cl 3.661 -0.027 -4.432 -0.03 -0.02 0.06 0.05
Cl 1.023 -0.972 -3.745 3.36 -1.84 -2.97 0.09
Cl 3.183 -1.247 -1.857 -0.06 0.11 -0.03 0.05
C -6.087 0.292 3.318 0.01 0.04 0.01 -0.23
Cl -4.651 -0.419 2.586 -0.03 -0.01 -0.20 0.06
Cl -7.486 0.007 2.281 -0.01 0.00 0.01 0.06
Cl -6.366 -0.446 4.901 0.00 -0.01 0.01 0.05
Cl -5.843 2.031 3.516 0.00 0.00 0.01 0.06
C 4.444 3.071 -7.062 -0.04 -0.02 0.01 -0.23
Cl 5.501 1.956 -6.188 0.12 0.07 -0.04 0.06
Cl 3.636 2.209 -8.370 0.02 -0.01 -0.02 0.06
Cl 3.231 3.715 -5.950 -0.01 0.01 0.01 0.06
Cl 5.403 4.397 -7.724 0.00 -0.01 0.00 0.06
C -1.343 -3.884 9.108 0.04 0.01 0.01 -0.23
Cl -0.083 -4.865 9.864 0.00 0.01 0.00 0.05
Cl -0.628 -2.857 7.858 -0.19 -0.22 0.28 0.05
Cl -2.551 -4.940 8.372 -0.01 -0.01 0.00 0.06
Cl -2.114 -2.871 10.332 0.00 0.00 0.00 0.06
C -1.864 0.328 -1.916 -0.07 0.36 0.82 -0.24
Cl -2.511 0.785 -3.493 0.08 -0.03 -0.04 0.05
Cl -0.121 0.068 -2.047 -3.31 1.80 2.74 0.08
Cl -2.167 1.622 -0.754 -0.27 0.17 0.17 0.04
Cl -2.644 -1.163 -1.370 -0.17 0.26 0.01 0.05
C -0.120 1.692 -10.092 -0.01 0.00 0.00 -0.23
Cl -1.393 2.159 -11.223 -0.01 -0.01 -0.01 0.06
Cl 1.397 1.478 -10.977 -0.01 0.01 0.01 0.05
Cl 0.074 2.952 -8.873 0.00 0.01 0.00 0.06
Cl -0.556 0.173 -9.306 0.00 -0.01 0.01 0.06
C 0.121 5.231 3.496 -0.03 -0.01 -0.03 -0.23
Cl 0.084 6.032 1.922 0.00 0.00 -0.01 0.06
Cl 1.098 6.181 4.618 0.00 0.00 0.01 0.06
Cl -1.526 5.087 4.123 -0.01 0.00 0.00 0.05
Cl 0.821 3.619 3.324 0.14 0.19 -0.03 0.06